1.
# C3H7NS2

C3H7NS2 in the gas phase at a distorted geometry (wB97M-V/def2-TZVPD, OMol25).

Summary:
Total charge ... 0
Frontier orbital gap ... 8.3 eV
HOMO level ... -8.12 eV

Geometry as XYZ:
```
13
Properties=species:S:1:pos:R:3:forces:R:3:lowdin_charge:R:1
C 2.631 -0.547 -0.063 0.531 0.453 0.713 -0.1613
N 1.268 -0.987 0.350 -0.207 -0.080 -1.035 -0.2047
C 0.214 -0.102 0.163 3.712 2.987 -0.519 -1.1937
S 0.505 1.648 -0.064 -0.717 -3.002 0.788 0.4644
S -1.139 -0.894 -0.329 -4.475 0.081 0.257 0.8344
C -2.750 0.152 0.267 -0.419 1.545 -0.521 -0.3119
H 2.831 -0.264 -1.287 -0.978 -0.827 3.684 0.1503
H 3.367 -1.369 0.314 -1.215 1.606 -0.870 0.0924
H 2.629 0.362 0.653 1.383 -0.914 -1.849 0.0503
H 1.150 -1.974 0.660 -0.374 1.302 -0.724 0.1290
H -3.516 -0.679 0.232 0.823 1.134 0.205 0.0114
H -3.245 1.226 -0.249 2.093 -3.491 0.685 0.1236
H -2.517 0.513 1.300 -0.156 -0.795 -0.813 0.0156
```
Forces are in eV/Å.



2.
# C28H36BF4N6O2STc

A molecular structure, C28H36BF4N6O2STc at a distorted geometry (wB97M-V/def2-TZVPD, OMol25).

Summary:
Total charge ... +3
⟨S²⟩ ... 0.8575
Frontier orbital gap (spin up / spin down) ... 6.1 / 6.4 eV
2S+1 ... 2
HOMO level (spin up / spin down) ... -16.75 / -16.74 eV

Geometry as XYZ:
```
79
Properties=species:S:1:pos:R:3:forces:R:3:lowdin_charge:R:1
Tc 0.080 0.628 0.215 -2.310 1.035 2.244 1.7289
C -2.171 0.919 2.872 -0.141 0.007 0.240 -0.1497
C -1.357 -0.186 3.504 0.136 0.038 -0.038 -0.0850
C -1.279 -1.325 2.542 0.119 -0.030 -0.135 -0.2478
C -1.344 -2.630 3.009 -0.036 -0.054 0.052 0.0211
C -1.485 -3.677 2.119 -0.001 -0.067 0.027 0.0044
C -1.605 -3.382 0.766 -0.125 -0.078 0.008 -0.0204
C -1.476 -2.076 0.368 -0.140 0.177 0.143 -0.1532
N -1.275 -1.042 1.221 0.460 -0.200 -0.545 0.0118
N -1.406 1.750 1.927 0.881 -0.452 -0.971 -0.1668
C -0.420 2.596 2.638 0.011 0.161 0.048 -0.0853
C 0.898 1.926 2.832 0.028 -0.053 -0.031 -0.2614
C 1.707 2.244 3.903 0.101 0.106 0.190 0.0247
C 2.951 1.645 4.021 -0.017 -0.019 0.005 0.0213
C 3.350 0.741 3.046 0.090 0.062 0.124 0.0022
C 2.498 0.471 2.003 -0.139 0.078 -0.001 -0.0826
N 1.278 1.045 1.898 0.321 -0.415 -0.170 -0.0361
C -2.339 2.595 1.170 -0.269 -0.049 0.116 -0.1053
C -1.625 3.283 0.068 0.080 -0.090 -0.032 -0.2951
C -2.108 4.450 -0.482 -0.100 0.227 -0.046 0.0151
C -1.417 5.049 -1.525 -0.003 0.036 -0.023 0.0125
C -0.240 4.460 -1.955 -0.030 -0.002 -0.019 0.0067
C 0.185 3.292 -1.356 -0.157 0.009 0.115 -0.0650
N -0.500 2.692 -0.357 0.782 0.054 -0.504 -0.0089
H -2.593 1.564 3.649 0.057 0.143 -0.071 0.1517
H -3.004 0.478 2.328 -0.064 0.032 -0.002 0.1361
H -1.868 -0.524 4.404 0.004 -0.029 0.022 0.1447
H -0.370 0.150 3.823 -0.023 0.005 0.050 0.1215
H -1.319 -2.806 4.078 -0.024 0.017 -0.075 0.1391
H -1.536 -4.700 2.474 -0.025 0.050 -0.009 0.1366
H -1.801 -4.153 0.032 0.037 0.041 0.028 0.1307
H -1.526 -1.830 -0.677 0.123 0.010 -0.040 0.0565
H -0.814 2.911 3.605 -0.142 0.003 0.011 0.1532
H -0.247 3.499 2.055 -0.020 0.063 -0.036 0.1457
H 1.360 2.962 4.636 0.033 -0.046 -0.011 0.1417
H 3.596 1.878 4.860 -0.017 0.007 -0.035 0.1392
H 4.314 0.252 3.088 -0.022 0.040 -0.005 0.1325
H 2.788 -0.203 1.214 -0.040 0.017 -0.020 0.1007
H -2.807 3.335 1.825 -0.043 -0.055 0.101 0.1597
H -3.138 1.963 0.776 0.011 -0.059 -0.001 0.1438
H -3.015 4.892 -0.085 0.053 -0.027 -0.030 0.1427
H -1.784 5.961 -1.980 0.020 -0.016 0.038 0.1379
H 0.356 4.887 -2.751 -0.033 0.004 0.044 0.1352
H 1.095 2.825 -1.689 -0.014 -0.052 0.034 0.0993
N 1.012 -1.171 0.043 0.697 -0.438 -0.450 0.0511
C 1.505 -2.189 -0.233 -0.220 0.111 0.144 -0.1688
N 1.993 -3.350 -0.470 0.099 -0.181 -0.073 -0.0244
C 2.222 -4.332 0.631 0.096 0.029 -0.077 -0.0733
C 3.667 -4.783 0.565 0.088 0.057 -0.179 -0.1737
O 3.952 -5.313 -0.711 -0.099 0.055 -0.049 -0.0928
C 3.835 -4.350 -1.741 0.071 0.039 0.230 -0.1619
C 2.421 -3.803 -1.830 -0.058 -0.171 0.172 -0.0609
H 1.568 -5.187 0.461 -0.115 0.039 -0.051 0.1401
H 1.991 -3.876 1.592 -0.054 0.101 -0.037 0.1323
H 3.829 -5.574 1.291 0.075 -0.065 0.028 0.1449
H 4.332 -3.942 0.794 0.057 -0.012 0.008 0.1370
H 4.073 -4.852 -2.674 0.081 -0.023 -0.054 0.1460
H 4.543 -3.528 -1.587 0.042 -0.025 0.041 0.1381
H 1.738 -4.591 -2.149 -0.097 0.005 0.073 0.1410
H 2.373 -2.974 -2.524 -0.060 0.184 -0.038 0.1220
O -1.121 0.386 -1.470 0.074 -0.049 -0.201 -0.6815
S -2.403 -0.062 -2.216 0.220 0.118 0.105 1.0696
C -1.850 -0.318 -3.923 -0.058 -0.126 -0.049 -0.2742
C -2.869 0.416 -4.786 -0.017 0.062 0.058 -0.2026
C -3.097 1.760 -4.097 -0.026 -0.053 -0.003 -0.1978
C -3.346 1.438 -2.622 -0.084 0.021 -0.148 -0.2767
H -1.787 -1.388 -4.110 0.027 -0.002 0.003 0.1048
H -0.857 0.133 -3.966 -0.001 0.013 0.010 0.1062
H -3.802 -0.149 -4.841 0.010 -0.007 -0.018 0.1306
H -2.496 0.527 -5.802 0.037 -0.009 -0.016 0.1368
H -3.953 2.285 -4.516 0.013 0.050 0.005 0.1328
H -2.219 2.399 -4.210 0.012 -0.007 0.020 0.1209
H -4.388 1.170 -2.436 0.006 0.018 0.002 0.1079
H -3.051 2.223 -1.927 0.023 -0.052 0.049 0.0741
F 2.079 1.281 -3.297 0.192 -0.081 0.164 0.2552
B 2.991 0.766 -2.482 0.113 -0.197 -0.118 -0.8935
F 1.619 1.184 -0.665 -0.356 -0.203 -0.123 -0.3769
F 2.956 -0.547 -2.236 0.029 0.274 -0.103 0.2376
F 3.952 1.502 -1.973 -0.228 -0.106 -0.119 0.2951
```
Forces are in eV/Å.



3.
# C14H16

2 unconnected molecules or ions with the total composition C14H16 at a distorted geometry (wB97M-V/def2-TZVPD, OMol25).

Summary:
Total charge ... 0
Frontier orbital gap ... 9.7 eV
HOMO level ... -8.79 eV

Geometry as XYZ:
```
30
Properties=species:S:1:pos:R:3:forces:R:3:lowdin_charge:R:1
C -0.194 -2.744 2.575 -1.469 0.472 -2.106 -0.0362
C -1.047 -1.669 1.798 0.381 1.124 1.142 -0.2913
C -2.109 -2.089 1.045 -1.787 2.819 -0.663 -0.0370
C -3.010 -0.970 0.622 -0.365 -0.789 0.024 -0.0418
C -2.837 0.440 0.757 4.001 -4.955 1.766 -0.0612
C -1.670 0.786 1.443 0.283 -2.327 0.729 -0.1039
C -0.902 -0.246 1.988 0.363 -1.806 0.504 -0.0747
H -0.112 -2.544 3.645 -0.521 -0.248 -0.086 0.0703
H 0.832 -2.754 2.200 -0.103 -0.269 -0.163 0.0648
H -0.783 -3.673 2.251 1.477 0.794 1.237 0.0866
H -2.233 -3.175 0.884 -0.647 0.912 -0.165 0.1044
H -4.027 -1.155 0.283 0.331 -0.808 -0.560 0.0833
H -3.439 1.084 0.289 -2.516 2.356 -1.394 0.0554
H -1.315 1.736 1.693 -0.135 1.505 0.131 0.0718
H -0.144 -0.105 2.744 0.387 1.013 -0.164 0.0996
C 0.950 2.180 0.323 1.452 0.031 1.783 -0.0659
C 1.376 1.462 -0.947 0.863 0.848 -0.442 -0.2545
C 2.003 2.188 -1.993 0.473 -0.727 0.688 -0.0754
C 2.394 1.491 -3.090 1.863 -0.756 -6.291 -0.1250
C 2.065 0.136 -3.462 -1.256 1.565 2.538 -0.0969
C 1.395 -0.524 -2.435 0.536 1.220 -0.843 -0.0993
C 1.123 0.120 -1.196 -0.308 -1.889 1.413 -0.0451
H -0.083 2.296 0.230 -1.762 -0.187 0.269 0.0265
H 1.240 3.218 0.588 0.702 -0.298 -1.353 0.0850
H 1.223 1.720 1.331 -0.607 -0.295 -1.559 0.1007
H 2.350 3.211 -1.909 -0.358 0.025 0.260 0.1076
H 2.983 1.930 -4.062 -1.329 -0.038 2.891 0.1406
H 2.088 -0.353 -4.455 0.657 0.813 0.711 0.1067
H 1.091 -1.467 -2.824 -0.644 -1.176 1.183 0.0834
H 0.790 -0.529 -0.312 0.037 1.068 -1.480 0.1217
```
Forces are in eV/Å.



4.
# C20H45AlNO3S2

A molecular structure, C20H45AlNO3S2 (wB97M-V/def2-TZVPD, OMol25).

Summary:
Total charge ... -1
Frontier orbital gap ... 6.7 eV
HOMO level ... -4.42 eV

Geometry as XYZ:
```
72
Properties=species:S:1:pos:R:3:forces:R:3:lowdin_charge:R:1
C 0.543 -5.636 2.099 0.258 0.218 0.012 -0.0922
C 0.873 -5.082 0.717 0.132 -0.118 -0.027 -0.4472
C 0.357 -5.990 -0.411 0.361 0.239 0.094 -0.0828
C 0.425 -3.623 0.543 -0.314 -0.212 -0.197 -0.2930
C -1.078 -3.356 0.423 -0.036 0.425 0.073 -0.2692
Al -1.440 -1.356 0.654 0.054 -0.306 0.139 0.2621
C -1.356 -0.992 2.654 -0.032 -0.205 -0.475 -0.2297
C 0.018 -0.328 -0.324 -0.038 0.125 0.176 -0.2677
C 0.168 1.137 0.142 -0.015 -0.252 -0.200 -0.3588
C 1.637 1.556 0.169 -0.144 0.133 -0.190 -0.4961
S 1.751 3.366 0.204 -0.179 0.080 -0.057 0.9645
C 3.449 3.708 0.080 0.389 0.009 -0.180 -1.0888
S 4.598 2.532 -0.015 0.099 -0.092 0.197 0.6527
N 3.827 5.053 0.066 -0.887 -0.083 0.376 -0.1892
C 4.774 5.439 1.111 0.315 -0.018 -0.172 -0.1805
C 4.080 5.385 2.467 0.176 -0.196 -0.039 -0.1808
O 2.746 5.865 2.409 -0.159 -0.060 0.082 -0.1287
C 2.538 6.754 1.343 0.066 0.170 -0.166 -0.1998
C 2.790 6.088 -0.022 0.366 0.276 -0.026 -0.1802
H -0.507 -5.482 2.347 -0.116 -0.152 -0.056 0.0681
H 0.797 -6.695 2.166 -0.132 -0.108 0.025 0.0654
H 1.136 -5.113 2.852 -0.039 0.030 0.076 0.0696
H 1.967 -5.080 0.632 0.049 0.033 0.050 0.1157
H 0.154 -5.376 -1.288 -0.163 -0.109 -0.133 0.0693
H 1.138 -6.703 -0.686 -0.080 -0.175 -0.001 0.0621
H -0.540 -6.539 -0.137 -0.179 0.107 -0.036 0.0555
H 0.829 -3.034 1.374 0.168 0.001 0.011 0.0939
H 0.906 -3.266 -0.373 0.104 0.185 0.055 0.0963
H -1.471 -3.691 -0.542 0.097 -0.170 -0.068 0.0304
H -1.626 -3.917 1.187 -0.076 0.005 0.036 0.0353
H -2.900 -0.931 0.055 -0.122 0.041 -0.031 -0.0911
H -0.346 -1.153 3.041 0.063 0.132 0.123 -0.0212
H -1.719 -0.006 2.951 0.075 0.086 0.124 -0.0321
H -1.998 -1.744 3.124 -0.063 0.027 0.107 -0.0267
H -0.164 -0.343 -1.403 0.060 0.003 -0.079 0.0426
H 0.978 -0.838 -0.180 0.005 -0.105 0.091 0.0379
H -0.371 1.786 -0.550 -0.129 0.078 0.063 0.0879
H -0.271 1.265 1.133 0.019 0.185 0.076 0.0804
H 2.138 1.208 -0.730 0.128 0.021 0.000 0.0646
H 2.154 1.182 1.048 0.103 -0.111 -0.019 0.0742
H 5.628 4.769 1.110 0.034 -0.041 -0.069 0.0873
H 5.129 6.441 0.875 0.044 0.065 -0.013 0.1206
H 4.024 4.345 2.787 -0.078 -0.041 0.051 0.1216
H 4.669 5.930 3.214 -0.041 0.165 0.021 0.1214
H 3.200 7.623 1.436 0.033 0.049 0.072 0.1161
H 1.521 7.132 1.407 -0.116 -0.122 0.074 0.1245
H 3.159 6.872 -0.692 0.015 -0.039 -0.139 0.1203
H 1.896 5.680 -0.477 -0.126 -0.062 0.093 0.0508
C 0.421 6.582 -3.903 0.035 -0.045 -0.062 -0.0618
C -0.746 5.687 -3.509 0.101 0.140 0.195 -0.5055
C -1.693 6.392 -2.548 -0.066 -0.056 -0.002 -0.0618
O -0.277 4.470 -2.949 -0.046 0.005 -0.140 -0.0497
H 1.007 6.849 -3.018 -0.030 0.029 0.019 0.0694
H 1.084 6.062 -4.594 -0.012 -0.010 -0.006 0.0791
H 0.076 7.504 -4.375 -0.006 0.006 0.011 0.0756
H -1.294 5.394 -4.407 -0.004 -0.038 -0.011 0.1359
H -1.167 6.653 -1.625 0.025 0.035 -0.015 0.0766
H -2.522 5.737 -2.283 0.002 -0.009 -0.013 0.0809
H -2.095 7.308 -2.984 0.012 0.008 0.001 0.0753
H 0.217 4.673 -2.146 0.030 -0.141 0.070 0.0512
C -4.187 -8.105 -1.184 0.090 -0.026 -0.021 -0.0664
C -3.951 -7.361 0.124 -0.191 0.086 -0.133 -0.5079
C -5.258 -7.092 0.858 0.032 0.021 0.084 -0.0656
O -3.244 -6.152 -0.105 0.024 -0.231 0.071 -0.0521
H -4.808 -7.503 -1.853 -0.042 -0.006 0.022 0.0785
H -3.240 -8.293 -1.689 0.010 -0.001 0.017 0.0765
H -4.691 -9.059 -1.016 -0.010 0.006 0.004 0.0737
H -3.295 -7.956 0.763 0.037 0.015 0.011 0.1362
H -5.909 -6.460 0.247 -0.014 -0.031 -0.030 0.0794
H -5.066 -6.565 1.792 0.017 -0.005 0.001 0.0796
H -5.789 -8.019 1.080 -0.001 -0.002 -0.013 0.0737
H -3.784 -5.587 -0.667 0.056 0.141 0.020 0.0937
```
Forces are in eV/Å.



> Which value of total charge does entry 4 give?

-1